(1)
Here is 3 unconnected molecules or ions with the total composition C14H34Cl2N2 in a non-equilibrium geometry from the Open Molecules 2025 dataset. Energies are from ωB97M-V with the def2-TZVPD basis set.

Values from the calculation:
- Kohn-Sham gap: 8.546 eV
- Lowest unoccupied orbital energy: 0.650 eV
- Total charge: 0

Each line ends with the Mulliken charge.
Positions of all 52 atoms, in Å:
C -2.283 -2.991 -2.568  -0.704
C -3.066 -1.671 -2.384  -1.244
N -2.617 -0.772 -1.330  0.716
C -2.703 0.561 -1.487  -0.249
C -3.646 1.112 -2.263  -1.387
C -3.268 -1.352 -0.095  -0.571
C -2.134 -1.218 1.031  -1.424
H -1.298 -2.757 -2.617  0.030
H -2.933 -3.512 -3.395  0.341
H -2.491 -3.629 -1.507  0.185
H -4.102 -1.599 -2.428  0.733
H -3.052 -1.115 -3.390  0.468
H -1.834 0.649 -2.153  0.047
H -2.333 1.095 -0.597  0.289
H -4.272 0.641 -3.078  0.297
H -3.144 2.036 -2.653  0.336
H -4.330 1.582 -1.552  0.347
H -3.775 -2.501 -0.058  0.296
H -4.120 -0.676 0.245  0.262
H -1.542 -0.156 1.252  0.158
H -1.361 -2.045 0.881  0.235
H -2.329 -1.450 1.922  0.828
C 3.127 0.346 4.095  -1.319
C 2.265 0.176 2.791  -0.089
N 2.283 1.554 2.084  0.080
C 3.489 1.959 1.479  -1.174
C 4.165 1.012 0.780  -0.647
C 1.083 1.650 1.278  0.052
C -0.143 1.973 2.165  -1.801
H 2.970 -0.436 4.869  0.381
H 3.045 1.321 4.702  0.288
H 4.193 0.373 3.895  0.301
H 1.274 -0.046 3.195  0.330
H 2.715 -0.401 2.144  0.146
H 3.933 2.165 2.196  0.683
H 3.445 3.061 1.364  0.603
H 4.066 -0.128 0.906  0.118
H 5.232 1.132 0.852  0.400
H 3.814 1.266 -0.281  0.104
H 0.820 0.706 0.780  -0.236
H 1.221 2.328 0.428  0.531
H -0.319 1.150 2.861  0.249
H -1.082 1.963 1.659  0.398
H -0.203 2.832 2.500  0.689
Cl 2.974 0.098 -3.496  -0.210
C 1.295 -0.185 -2.715  -0.618
C 1.114 -1.451 -1.985  0.711
Cl 2.370 -1.504 -0.671  -0.206
H 0.640 -0.089 -3.488  0.497
H 1.306 0.687 -2.163  0.166
H 1.243 -2.368 -2.537  0.415
H 0.296 -1.375 -1.461  -0.830

Atoms 1-6, force components in eV/Å:
C -6.9 -1.8 3.0
C 2.0 2.5 -3.0
N -1.2 -8.1 2.7
C 7.7 -0.9 0.6
C -6.8 6.2 -2.9
C 0.2 0.7 2.8

(2)
Here is a molecular structure, C12H31KO12S3 in a non-equilibrium geometry from the Open Molecules 2025 dataset. Energies are from ωB97M-V with the def2-TZVPD basis set.

Values from the calculation:
- ⟨S²⟩: 0.76
- Kohn-Sham gap (spin up / spin down): 10.644 / 6.388 eV
- Lowest unoccupied orbital energy (spin up / spin down): -2.322 / -6.578 eV
- 2S+1: 2
- Total charge: +1

Each line ends with the Mulliken charge.
Positions of all 59 atoms, in Å:
K 0.419 -0.051 2.266  0.802
C 1.407 -0.766 6.861  -1.034
C 1.193 -0.701 5.379  1.019
O 0.412 -1.425 4.704  -0.573
O 1.689 0.344 4.876  -0.272
H 2.206 -1.459 7.126  0.293
H 0.437 -1.083 7.243  0.319
H 1.584 0.164 7.402  0.359
C 2.254 -2.531 0.988  -0.243
O 0.911 -2.718 1.397  -0.308
H 2.472 -3.308 0.256  0.363
H 2.314 -1.510 0.611  -0.170
H 2.892 -2.595 1.869  0.264
H 0.759 -3.656 1.532  0.189
O -1.651 -1.276 0.497  -0.290
S -2.614 -2.335 0.175  0.881
O -3.797 -2.518 1.114  -0.623
O -3.302 -2.015 -1.347  -0.295
C -4.546 -2.679 -1.597  -0.256
C -4.775 -2.746 -3.089  -1.261
C -1.737 -3.975 -0.069  -0.905
H -5.272 -1.995 -1.156  0.247
H -4.531 -3.649 -1.101  0.488
H -5.733 -3.209 -3.328  0.397
H -4.046 -3.357 -3.621  0.315
H -4.756 -1.722 -3.461  0.295
H -1.372 -4.347 0.888  0.303
H -0.867 -3.905 -0.722  0.320
H -2.439 -4.590 -0.632  0.362
O -0.531 1.210 -0.059  -0.325
S -1.484 1.447 -1.125  0.979
O -2.939 1.508 -0.959  -0.625
O -0.942 2.843 -1.847  -0.315
C -1.487 4.044 -1.379  -0.446
C -0.940 4.274 0.044  -0.781
C -1.132 0.337 -2.577  -0.497
H -2.568 3.959 -1.487  0.363
H -1.130 4.816 -2.061  0.308
H 0.104 3.961 0.028  0.080
H -1.563 3.735 0.758  0.235
H -0.829 5.292 0.419  0.446
H -0.085 0.036 -2.546  0.160
H -1.427 0.890 -3.468  0.392
H -1.790 -0.516 -2.412  0.030
O 2.947 4.084 0.801  -0.560
S 3.067 2.683 0.356  0.882
O 2.331 1.652 1.046  -0.348
O 2.741 2.529 -1.304  -0.314
C 2.817 1.188 -1.787  0.415
C 2.268 1.334 -3.195  -1.445
C 4.912 2.260 0.328  -0.981
H 2.193 0.557 -1.154  -0.096
H 3.823 0.766 -1.797  0.412
H 2.468 0.374 -3.671  0.411
H 2.820 2.147 -3.666  0.427
H 1.230 1.651 -3.292  0.159
H 5.296 3.056 -0.310  0.355
H 4.947 1.243 -0.064  0.300
H 5.371 2.257 1.317  0.396

Atoms 1-6, force components in eV/Å:
K -0.4 0.0 -0.6
C -0.3 -0.6 0.6
C -2.5 -1.1 0.6
O 2.1 1.4 0.9
O 0.7 0.7 -1.2
H -0.2 -0.1 -0.1

(3)
Here is a molecular structure, C39H47BF9N4PSbSr from the Open Molecules 2025 dataset. Energies are from ωB97M-V with the def2-TZVPD basis set.

Values from the calculation:
- Kohn-Sham gap: 7.690 eV
- Lowest unoccupied orbital energy: -2.966 eV
- Total charge: +1

Each line ends with the Mulliken charge.
Positions of all 103 atoms, in Å:
Sr 0.881 1.870 0.315  2.106
B 2.379 4.635 -1.099  0.101
N 3.503 3.778 -0.442  -0.338
C 4.819 4.002 -0.397  -0.129
C 5.448 2.886 0.133  -1.252
C 4.406 2.002 0.391  -0.341
N 3.234 2.542 0.031  -0.079
N 1.376 5.153 -0.018  -0.061
C 0.980 6.402 0.235  -0.199
C -0.080 6.365 1.129  -0.990
C -0.268 5.010 1.374  -0.874
N 0.605 4.281 0.666  -0.094
H 1.756 3.902 -1.852  -0.143
H 2.879 5.579 -1.641  -0.142
H 5.224 4.936 -0.748  0.465
H 6.499 2.743 0.305  0.439
H 4.449 1.011 0.818  0.532
H 1.473 7.234 -0.237  0.483
H -0.618 7.197 1.546  0.428
H -0.988 4.533 2.023  0.606
F -6.988 4.089 3.749  -0.246
C -7.016 2.747 3.684  0.789
F -8.187 2.391 3.145  -0.275
F -6.989 2.289 4.945  -0.252
C -5.842 2.226 2.892  0.255
C -4.565 2.447 3.390  -1.115
C -3.469 1.992 2.676  -0.144
C -3.646 1.330 1.462  -0.071
C -4.932 1.105 0.980  -0.271
C -6.031 1.552 1.695  -0.968
P -2.168 0.837 0.531  1.646
C -2.043 2.096 -0.792  0.475
C -1.125 1.866 -1.828  -0.851
C -0.777 2.876 -2.712  -0.517
C -1.349 4.132 -2.567  -0.225
C -2.284 4.364 -1.571  -1.041
C -2.629 3.353 -0.685  -1.074
C -0.964 5.271 -3.477  0.665
F -0.082 4.895 -4.408  -0.291
F -2.042 5.764 -4.107  -0.266
F -0.420 6.278 -2.776  -0.202
C -2.616 -0.692 -0.349  0.167
C -3.178 -0.712 -1.627  0.347
C -3.420 -1.918 -2.259  -1.304
C -3.109 -3.110 -1.613  0.371
C -2.573 -3.105 -0.337  -0.832
C -2.321 -1.892 0.288  -0.599
C -3.365 -4.407 -2.338  0.758
F -2.886 -5.463 -1.669  -0.274
F -2.785 -4.399 -3.551  -0.254
F -4.678 -4.606 -2.528  -0.253
H -4.432 2.962 4.332  0.414
H -2.471 2.147 3.070  0.379
H -5.081 0.578 0.046  0.417
H -7.032 1.379 1.325  0.505
H -0.705 0.870 -1.969  0.752
H -0.065 2.694 -3.506  0.668
H -2.734 5.344 -1.475  0.484
H -3.346 3.555 0.101  0.510
H -3.414 0.213 -2.139  0.547
H -3.844 -1.938 -3.254  0.462
H -2.322 -4.034 0.155  0.550
H -1.869 -1.890 1.274  0.437
C 1.921 -6.331 -0.397  -1.673
C 2.592 -5.279 0.490  1.457
C 2.561 -5.789 1.932  -1.881
C 4.035 -5.072 0.045  -1.584
Sb 1.290 -3.514 0.407  1.021
C 1.842 -2.525 -1.494  2.108
C 1.662 -3.578 -2.589  -1.987
C 0.812 -1.421 -1.746  -1.880
C 3.242 -1.926 -1.586  -1.356
C 2.174 -2.159 1.919  1.670
C 3.696 -2.116 2.003  -1.777
C 1.582 -2.575 3.267  -1.693
C 1.660 -0.752 1.603  -1.457
H 2.486 -7.267 -0.334  0.467
H 1.891 -6.039 -1.448  0.317
H 0.899 -6.542 -0.076  0.354
H 3.045 -6.770 1.974  0.490
H 1.541 -5.915 2.303  0.370
H 3.100 -5.137 2.620  0.311
H 4.588 -6.007 0.182  0.540
H 4.548 -4.301 0.620  0.209
H 4.105 -4.814 -1.012  0.280
H 0.675 -4.048 -2.553  0.403
H 2.414 -4.364 -2.527  0.476
H 1.765 -3.107 -3.573  0.501
H -0.219 -1.767 -1.635  0.014
H 0.936 -1.024 -2.761  0.670
H 0.969 -0.586 -1.051  0.263
H 4.023 -2.663 -1.408  0.258
H 3.396 -1.103 -0.884  -0.185
H 3.401 -1.518 -2.592  0.476
H 4.111 -3.073 2.315  0.378
H 4.009 -1.375 2.749  0.479
H 4.158 -1.849 1.051  0.288
H 1.880 -3.583 3.555  0.375
H 0.490 -2.544 3.255  0.309
H 1.929 -1.894 4.053  0.469
H 2.204 -0.357 0.736  -0.737
H 1.841 -0.086 2.461  0.701
H 0.581 -0.767 1.393  0.765

Atoms 1-6, force components in eV/Å:
Sr 0.0 0.0 -0.2
B 0.0 0.0 0.1
N -0.1 0.0 -0.2
C 0.0 0.0 0.0
C 0.0 0.0 0.1
C 0.1 0.1 -0.1

(4)
Here is C13H16N2O3S in the gas phase from the Open Molecules 2025 dataset. Energies are from ωB97M-V with the def2-TZVPD basis set.

Values from the calculation:
- Kohn-Sham gap: 8.516 eV
- Lowest unoccupied orbital energy: -0.257 eV
- Total charge: 0

Each line ends with the Mulliken charge.
Positions of all 35 atoms, in Å:
C 7.058 0.477 -0.242  -1.349
C 5.584 0.231 -0.535  -0.281
C 4.898 -0.501 0.617  -0.891
C 3.431 -0.787 0.336  -0.648
S 2.517 0.797 0.257  -0.240
C 0.822 0.406 0.099  0.386
N 0.041 1.506 0.146  -0.122
C -1.362 1.576 0.027  0.013
O -1.896 2.651 0.133  -0.646
C -1.970 0.274 -0.179  0.292
C -3.440 0.205 -0.396  0.336
O -4.097 1.051 -0.937  -0.543
O -3.933 -0.958 0.061  -0.323
C -5.339 -1.159 -0.096  -0.294
C -6.129 -0.453 0.996  -1.091
C -1.206 -0.852 -0.205  -0.269
C 0.209 -0.826 -0.073  0.743
C 0.857 -2.071 -0.159  -0.334
N 1.295 -3.129 -0.246  -0.570
H 7.529 0.999 -1.071  0.379
H 7.174 1.082 0.654  0.329
H 7.580 -0.466 -0.089  0.324
H 5.083 1.187 -0.703  0.356
H 5.488 -0.362 -1.447  0.312
H 4.987 0.090 1.531  0.335
H 5.396 -1.459 0.787  0.405
H 3.307 -1.296 -0.619  0.456
H 2.988 -1.378 1.135  0.551
H 0.491 2.406 0.278  0.213
H -5.475 -2.241 -0.046  0.316
H -5.642 -0.787 -1.080  0.321
H -5.981 0.622 0.923  0.328
H -7.187 -0.671 0.879  0.364
H -5.801 -0.790 1.977  0.298
H -1.677 -1.813 -0.351  0.545

Atoms 1-6, force components in eV/Å:
C -0.2 0.0 -0.1
C 0.2 0.0 0.3
C -0.1 0.3 -0.3
C -0.3 0.0 0.1
S 0.1 0.0 0.0
C 0.1 -0.6 0.0

The total energy results, record by record, are as follows: -1583.28234 -3172.87999 -3269.26015 -1238.41025 Ha.